(1)
21
Properties=species:S:1:pos:R:3 method="wB97M-V/def2-TZVPD" total_charge=0 e_homo_ha=-0.3112
C -1.826 -1.774 0.390
C -0.961 -0.825 -0.574
C -0.094 1.108 -0.357
C -0.132 2.398 0.240
C 0.486 -0.310 0.073
C 1.673 -0.668 -0.521
C 2.862 -0.482 0.167
H -1.355 -2.759 0.617
H -2.848 -1.692 0.038
H -1.628 -1.262 1.399
H -0.758 -1.253 -1.409
H -2.419 0.949 -0.601
H 0.050 1.168 -1.564
H -1.328 2.367 1.133
H -0.354 3.179 -0.488
H 1.060 2.237 0.770
H 0.649 -0.332 1.234
H 1.637 -1.216 -1.532
H 3.973 -1.105 -0.054
H 2.730 -0.311 1.304
N -1.417 0.581 -0.266

***

(2)
21
Properties=species:S:1:pos:R:3 method="wB97M-V/def2-TZVPD" total_charge=0 e_homo_ha=-0.2832
C 1.196 -2.540 0.680
C 0.400 -1.472 0.602
C 0.594 -0.289 -0.229
C 1.776 0.192 -0.638
N 3.018 -0.366 -0.400
C -0.656 0.393 -0.733
C -1.682 0.726 0.369
C -2.577 1.894 0.013
H 2.043 -2.761 0.046
H 0.939 -3.308 1.401
H -0.470 -1.528 1.238
H 1.779 1.127 -1.179
H 3.778 0.299 -0.428
H 3.103 -0.965 0.417
H -0.361 1.342 -1.192
H -1.103 -0.154 -1.573
H -2.256 -0.150 0.681
H -1.063 1.005 1.221
H -2.021 2.741 -0.391
H -3.272 1.618 -0.787
H -3.164 2.198 0.883

***

(3)
21
Properties=species:S:1:pos:R:3 method="wB97M-V/def2-TZVPD" total_charge=0 smiles="C=C(/C=C/C)CCN" e_homo_ha=-0.3276
C -0.540 2.129 1.047
C -0.200 1.021 0.418
C -1.094 -0.048 -0.099
C -1.648 -0.053 -1.297
C -2.212 -1.154 -2.147
C 1.263 0.691 0.273
C 1.854 -0.145 1.463
N 2.002 -1.569 1.255
H 0.232 2.768 1.471
H -1.506 2.558 1.293
H -1.043 -0.918 0.557
H -1.558 0.893 -1.823
H -1.420 -1.800 -2.525
H -2.687 -0.733 -3.031
H -3.002 -1.727 -1.692
H 1.410 0.161 -0.643
H 1.949 1.511 0.025
H 2.830 0.272 1.656
H 1.152 0.013 2.258
H 1.322 -1.978 0.630
H 2.894 -1.893 0.911

***

(4)
21
Properties=species:S:1:pos:R:3 method="wB97M-V/def2-TZVPD" total_charge=0 e_homo_ha=-0.3278
C -0.560 0.402 0.418
C 0.889 0.317 1.313
C 1.519 -1.092 0.775
C 0.844 -1.370 -0.525
C 0.150 -0.101 -0.836
C -0.883 0.673 -1.809
C -1.075 1.379 -0.496
H -2.414 -0.247 0.660
H -1.580 -0.303 2.191
H 1.373 1.175 0.853
H 0.816 0.034 2.363
H 1.578 -1.849 1.536
H 2.542 -1.136 0.467
H 1.712 -1.522 -1.238
H 0.266 -2.205 -0.402
H 1.173 0.528 -0.752
H -2.085 0.242 -2.094
H -0.448 1.500 -2.601
H -2.111 2.011 -0.630
H -0.221 2.204 -0.324
N -1.484 -0.639 1.131

***

Most stable to least stable, the ends of the list are (2) and (1).

***

(1)
21
Properties=species:S:1:pos:R:3 method="wB97M-V/def2-TZVPD" total_charge=0 e_homo_ha=-0.3073
C 2.198 -0.164 -0.917
C 0.776 -0.104 -0.084
C 0.946 -0.801 1.187
C -1.263 1.490 0.024
C -1.743 0.011 0.227
C -1.904 -1.289 -0.471
C -0.629 -0.448 -0.758
H 1.753 -0.407 -2.150
H 2.687 1.222 -0.562
H 3.061 -1.275 -0.357
H 1.630 -0.115 1.847
H 1.600 -1.644 1.140
H 0.042 -0.860 1.745
H 0.944 2.214 0.523
H -2.021 2.216 -0.764
H -1.579 1.911 1.216
H -1.593 0.124 1.339
H -2.553 -1.415 -1.410
H -2.047 -2.141 0.190
H -0.729 0.145 -1.792
N 0.426 1.329 -0.174

***

(2)
21
Properties=species:S:1:pos:R:3 method="wB97M-V/def2-TZVPD" total_charge=0 smiles="C=C1N(C)[C@@]1(C)CC" e_homo_ha=-0.3000
C 1.284 1.812 0.687
C 0.855 0.606 0.360
N 1.287 -0.680 0.315
C 2.296 -1.401 -0.424
C -0.069 -0.318 -0.186
C -0.568 -0.529 -1.575
C -1.236 -0.286 0.963
C -2.228 0.855 0.776
H 2.304 1.945 1.028
H 0.623 2.667 0.665
H 2.201 -1.292 -1.508
H 3.288 -1.054 -0.116
H 2.204 -2.466 -0.190
H 0.171 -0.980 -2.241
H -1.433 -1.205 -1.572
H -0.902 0.417 -2.010
H -1.752 -1.244 0.836
H -0.852 -0.287 1.988
H -1.762 1.823 0.979
H -2.638 0.877 -0.238
H -3.071 0.741 1.464

***

Most stable to least stable, the ends of the list are (2) and (1).

***

(1)
21
Properties=species:S:1:pos:R:3 method="wB97M-V/def2-TZVPD" total_charge=0 smiles="C/C=C/C/C(C)=C/N" e_homo_ha=-0.2896
C -1.564 2.254 2.163
C -1.467 1.296 1.003
C -0.543 1.255 0.068
C -0.548 0.264 -1.063
C 0.541 -0.778 -0.922
C 1.944 -0.269 -0.987
C 0.209 -2.022 -0.615
N 1.076 -3.072 -0.303
H -2.183 1.844 2.960
H -2.023 3.197 1.853
H -0.593 2.409 2.647
H -2.325 0.635 0.932
H 0.322 1.912 0.087
H -0.382 0.799 -2.006
H -1.549 -0.153 -1.160
H 2.661 -1.068 -1.168
H 2.277 0.206 -0.060
H 2.067 0.440 -1.809
H -0.827 -2.321 -0.525
H 2.073 -2.893 -0.332
H 0.833 -3.934 -0.767

***

(2)
21
Properties=species:S:1:pos:R:3 method="wB97M-V/def2-TZVPD" total_charge=0 smiles="C/C=C/CN/C=C/C" e_homo_ha=-0.2888
C 1.014 0.131 -3.807
C 0.770 -0.575 -2.523
C 1.227 -0.187 -1.341
C 0.998 -0.881 -0.032
N 0.695 0.073 1.030
C -0.654 0.260 1.364
C -1.121 0.428 2.602
C -2.585 0.704 2.884
H 0.095 0.604 -4.166
H 1.322 -0.519 -4.624
H 1.736 0.937 -3.698
H 0.266 -1.536 -2.540
H 1.775 0.746 -1.256
H 1.880 -1.440 0.278
H 0.216 -1.634 -0.143
H 1.248 -0.047 1.866
H -1.338 0.347 0.520
H -0.455 0.257 3.439
H -2.787 0.623 3.951
H -3.192 -0.072 2.425
H -2.883 1.683 2.521

***

Most stable to least stable, the ends of the list are (1) and (2).

***

(1)
8
Properties=species:S:1:pos:R:3 method="wB97M-V/def2-TZVPD" total_charge=0 e_homo_ha="-0.3566 / -0.3566"
N 0.557 0.390 0.390
N 0.465 -0.012 -0.831
O -1.853 0.879 -0.422
O -1.264 -1.278 0.769
P -1.347 -0.453 -0.424
H 1.098 1.273 0.475
H 1.117 -0.141 1.066
H 1.226 -0.658 -1.022

***

(2)
8
Properties=species:S:1:pos:R:3 method="wB97M-V/def2-TZVPD" total_charge=0 e_homo_ha="-0.3543 / -0.3124"
N -1.199 -0.010 0.664
N 1.235 0.110 -0.039
O 0.937 1.268 0.254
O 2.326 -0.310 -0.390
P -0.105 -1.078 0.242
H -2.197 -0.319 0.513
H -0.935 0.988 0.846
H -0.062 -0.649 -2.091

***

Most stable to least stable, the ends of the list are (1) and (2).